No. 1
{"formula": "C3H5N3", "method": "ωB97M-V/def2-TZVPD", "elements": ["C", "N", "C", "N", "C", "N", "H", "H", "H", "H", "H"], "coordinates": [[1.19137, 0.98726, 0.13773], [0.08329, 0.06071, -0.01430], [-0.07057, -1.22164, 0.38923], [-1.23201, -1.72633, 0.03148], [-1.80648, -0.74873, -0.74726], [-0.98017, 0.37420, -0.79062], [1.67046, 1.16688, -0.82977], [0.82248, 1.93812, 0.53397], [1.92184, 0.56768, 0.83419], [0.71381, -1.73785, 0.93410], [-2.31403, 0.33971, -0.47874]], "nbo_charge": [-0.4062, -0.2036, 0.2132, -0.4885, 0.0025, -0.3274, 0.2200, 0.2225, 0.2158, 0.2060, 0.3456], "molar_mass_g_mol": 83.094, "e_lumo_ev": 0.704, "relative_energy_kcal_mol": 86.5, "energy_ha": -281.452277, "spin_multiplicity": 1, "gap_ev": 10.01}

***

No. 2
{"formula": "C22H25CrN2O4", "method": "ωB97M-V/def2-TZVPD", "elements": ["C", "C", "C", "H", "C", "C", "H", "C", "C", "C", "H", "C", "C", "H", "H", "H", "H", "H", "H", "Cr", "C", "C", "C", "H", "H", "H", "H", "H", "H", "C", "C", "H", "H", "O", "N", "C", "H", "C", "C", "H", "C", "H", "C", "H", "C", "H", "C", "H", "H", "H", "O", "N", "O", "O"], "coordinates": [[1.57632, 0.07286, 0.69137], [2.07006, -0.55348, -0.50783], [1.89055, 0.35980, -1.59949], [2.54294, -1.52906, -0.58815], [1.33549, 1.58566, -1.06780], [1.12297, 1.39915, 0.34517], [1.22083, 2.52235, -1.61350], [-0.98004, -1.78450, 1.18237], [-0.19898, -2.84140, 0.65719], [-0.35217, -2.88357, -0.75481], [0.35734, -3.56403, 1.24885], [-1.29547, -1.87863, -1.12161], [-1.73200, -1.17474, 0.11474], [2.25906, 0.19752, -2.61116], [0.75613, 2.14574, 1.04591], [1.53293, -0.38479, 1.68040], [-2.59514, -0.50572, 0.19182], [0.05384, -3.63154, -1.43618], [-1.07143, -1.52458, 2.23079], [-0.00260, -0.07968, -0.70638], [-1.77703, -1.51295, -2.50102], [-3.30666, -1.51410, -2.44995], [-1.33340, -2.50091, -3.57663], [-3.61815, -2.51429, -2.11484], [-3.73741, -1.33893, -3.44236], [-3.69782, -0.77010, -1.74656], [-1.67547, -3.51013, -3.31414], [-0.24576, -2.52952, -3.71009], [-1.79872, -2.22250, -4.52892], [-1.10675, -0.12687, -2.74812], [-1.92440, 1.02836, -3.30147], [-0.15835, -0.22975, -3.29483], [-1.06352, 0.42010, -1.70981], [-2.74741, 1.45786, -2.48758], [-1.50092, 1.63756, -4.48915], [-0.33696, 2.54894, -4.26328], [-2.27996, 2.16497, -4.87999], [0.98162, 1.95689, -4.68563], [2.16439, 2.65512, -4.40184], [2.09390, 3.62078, -3.89099], [3.40130, 2.11530, -4.76432], [4.31352, 2.67214, -4.53558], [3.46098, 0.87814, -5.41937], [4.43253, 0.46576, -5.70540], [2.28118, 0.19113, -5.72426], [2.31267, -0.76200, -6.25398], [1.04014, 0.73470, -5.36164], [0.10515, 0.23116, -5.61576], [-0.28286, 2.78880, -3.18188], [-0.50807, 3.51367, -4.77249], [0.12769, -0.47955, 3.74618], [-0.48087, 0.64073, 3.72399], [-0.42686, 1.41798, 4.70034], [-1.14513, 0.96411, 2.68309]], "nbo_charge": [-0.2549, -0.2705, -0.2989, 0.2616, -0.2867, -0.2522, 0.2512, -0.0933, -0.3268, -0.1708, 0.2359, -0.1301, -0.4380, 0.2643, 0.2934, 0.3101, 0.2769, 0.2302, 0.2967, 0.9029, -0.0538, -0.6028, -0.6047, 0.2268, 0.2069, 0.2372, 0.2286, 0.2094, 0.2183, -0.4289, 0.7127, 0.2782, 0.1488, -0.5457, -0.6750, -0.2380, 0.4018, -0.0557, -0.2152, 0.2163, -0.1989, 0.2257, -0.2387, 0.2243, -0.1501, 0.2133, -0.2546, 0.2341, 0.1997, 0.2357, -0.5815, 0.7009, -0.4844, -0.5916], "molar_mass_g_mol": 433.448, "e_lumo_ev": [-1.770, -1.112], "energy_ha": -2307.989937, "spin_multiplicity": 4, "gap_ev": [5.75, 6.41]}

***

No. 3
{"formula": "C5H8O", "method": "ωB97M-V/def2-TZVPD", "elements": ["C", "C", "C", "C", "O", "C", "H", "H", "H", "H", "H", "H", "H", "H"], "coordinates": [[-1.33217, -0.85207, -0.35897], [-0.37154, 0.34283, -0.47923], [1.04823, -0.07754, -0.81345], [1.69122, -0.28514, 0.33258], [1.01372, 0.15750, 1.43330], [-0.06299, 0.96631, 0.88147], [-1.04065, -1.48061, 0.49136], [-2.36336, -0.51403, -0.19236], [-1.32312, -1.47464, -1.25964], [-0.76495, 1.06178, -1.20567], [1.46687, -0.17264, -1.80148], [2.63077, -0.79704, 0.51182], [-0.86239, 0.94949, 1.62036], [0.29304, 1.99605, 0.72494]], "nbo_charge": [-0.6065, -0.2744, -0.3278, 0.1361, -0.5055, -0.0674, 0.2119, 0.2063, 0.2122, 0.2139, 0.2240, 0.2021, 0.1941, 0.1810], "molar_mass_g_mol": 84.118, "e_lumo_ev": 1.107, "relative_energy_kcal_mol": 25.6, "energy_ha": -270.517087, "smiles": "C[C@@H]1C=COC1", "spin_multiplicity": 1, "gap_ev": 9.60}

***

No. 4
{"formula": "CH2Cl4N2", "method": "ωB97M-V/def2-TZVPD", "elements": ["C", "N", "N", "Cl", "Cl", "Cl", "Cl", "H", "H"], "coordinates": [[-0.12959, -0.54770, 0.52842], [1.59979, -0.07037, -0.31110], [-0.94435, 0.38213, 0.03457], [-0.32884, -2.17222, 0.23139], [1.73535, 1.58137, -0.11069], [-1.55584, 0.30039, -1.64568], [-2.26008, 0.79304, 1.13423], [0.26418, -0.06293, 1.48435], [1.61938, -0.20371, -1.34549]], "nbo_charge": [0.0059, -0.6758, -0.4451, 0.0870, 0.1085, 0.1413, 0.1448, 0.2752, 0.3583], "molar_mass_g_mol": 183.853, "e_lumo_ev": -0.772, "relative_energy_kcal_mol": 46.2, "energy_ha": -1989.389366, "spin_multiplicity": 1, "gap_ev": 8.27}

***

No. 5
{"formula": "C10H30KO10", "method": "ωB97M-V/def2-TZVPD", "elements": ["K", "C", "C", "O", "O", "H", "H", "H", "H", "H", "H", "C", "C", "O", "O", "H", "H", "H", "H", "H", "H", "C", "C", "O", "O", "H", "H", "H", "H", "H", "H", "C", "C", "O", "O", "H", "H", "H", "H", "H", "H", "C", "C", "O", "O", "H", "H", "H", "H", "H", "H"], "coordinates": [[20.63946, -12.94903, 1.43287], [19.54407, -8.13133, 3.29787], [20.64560, -9.14095, 3.03260], [20.01525, -10.31663, 2.57038], [18.82409, -8.53612, 4.40847], [18.84689, -8.12134, 2.46006], [19.91588, -7.10682, 3.31297], [21.29042, -9.44881, 3.85573], [21.30597, -8.83168, 2.22244], [19.40387, -10.59162, 3.25755], [18.78665, -9.49338, 4.47051], [20.36198, -14.06861, -2.57461], [20.30240, -15.27016, -3.60229], [18.96400, -15.71436, -3.70374], [20.32614, -14.31221, -1.17082], [19.53695, -13.38791, -2.78451], [21.32953, -13.58395, -2.70523], [20.95313, -16.05349, -3.21365], [20.57591, -14.93360, -4.60231], [18.99950, -16.67263, -3.74924], [19.75227, -15.06414, -1.00690], [17.20023, -11.60802, 1.24050], [16.58797, -10.48470, 2.10696], [15.50630, -10.92125, 2.88199], [17.89454, -12.60221, 1.99544], [17.83767, -11.15287, 0.48248], [16.42159, -12.11159, 0.66758], [16.25016, -9.66426, 1.47382], [17.35480, -9.99081, 2.70373], [15.96525, -11.53890, 3.45599], [17.57250, -12.64618, 2.89875], [22.02201, -10.79739, -1.30641], [22.99997, -10.33837, -0.18970], [23.39698, -11.50157, 0.55663], [20.68395, -11.16388, -0.86081], [22.52484, -11.66771, -1.72807], [21.84367, -10.03888, -2.06862], [22.56111, -9.50273, 0.35547], [23.87294, -9.98291, -0.73713], [23.92979, -11.18538, 1.28993], [20.09193, -10.82812, -1.53785], [22.93114, -15.33221, 3.16785], [21.65668, -16.09651, 2.71382], [20.56274, -15.30850, 3.09122], [23.11582, -14.13543, 2.33360], [23.75360, -16.01462, 2.95344], [22.99336, -15.06821, 4.22356], [21.59040, -16.98859, 3.33663], [21.62711, -16.28400, 1.64047], [20.36226, -15.45983, 4.01778], [23.14162, -14.27879, 1.38471]], "nbo_charge": [0.9426, -0.0903, -0.0978, -0.7320, -0.6873, 0.1668, 0.2007, 0.1814, 0.1832, 0.4429, 0.4410, -0.0788, -0.0955, -0.7218, -0.7550, 0.1726, 0.1750, 0.1705, 0.1885, 0.4766, 0.4765, -0.0999, -0.1059, -0.6659, -0.7518, 0.1862, 0.1875, 0.2020, 0.1507, 0.4400, 0.4648, -0.0863, -0.0965, -0.7379, -0.7559, 0.1758, 0.1883, 0.1747, 0.1846, 0.4855, 0.4830, -0.0868, -0.0927, -0.7526, -0.7644, 0.1783, 0.2011, 0.1860, 0.1868, 0.4834, 0.4782], "molar_mass_g_mol": 349.438, "e_lumo_ev": -2.696, "relative_energy_kcal_mol": 8.7, "energy_ha": -1751.076994, "total_charge": 1, "spin_multiplicity": 1, "gap_ev": 10.20}

***

No. 6
{"formula": "C8H13NS", "method": "ωB97M-V/def2-TZVPD", "elements": ["C", "S", "C", "C", "N", "C", "C", "C", "C", "C", "H", "H", "H", "H", "H", "H", "H", "H", "H", "H", "H", "H", "H"], "coordinates": [[-0.72724, -1.69814, -2.00201], [0.22756, -1.32030, -0.65710], [1.50110, -2.40728, -0.51822], [-0.92276, -1.79897, 0.67453], [-1.71041, -1.05442, 1.27809], [-1.78493, 0.35500, 1.02153], [-0.50177, 1.04012, 0.63478], [-0.39165, 2.45873, 1.12231], [0.46029, 0.43609, -0.05218], [1.77663, 1.00512, -0.45844], [-0.12964, -1.64123, -2.90366], [-1.58876, -1.04141, -2.04597], [2.00334, -2.53155, -1.46788], [2.17220, -2.12292, 0.28260], [-0.88483, -2.85882, 0.87953], [-2.19118, 0.81218, 1.92954], [-2.53440, 0.49777, 0.23195], [-1.27588, 3.01933, 0.82345], [0.48757, 2.95220, 0.72345], [-0.33754, 2.47422, 2.20994], [2.35160, 1.33583, 0.40579], [1.64973, 1.85079, -1.13431], [2.35097, 0.23766, -0.97774]], "nbo_charge": [-0.9727, 1.2763, -0.9926, -0.0449, -0.3673, -0.2946, 0.0252, -0.6415, -0.2193, -0.6687, 0.2163, 0.2068, 0.2257, 0.2114, 0.2231, 0.2154, 0.2359, 0.2249, 0.2224, 0.2270, 0.2280, 0.2262, 0.2369], "molar_mass_g_mol": 155.266, "e_lumo_ev": 0.567, "relative_energy_kcal_mol": 116.4, "energy_ha": -765.342433, "smiles": "C=S1(=C)C=NCC(C)=C1C", "spin_multiplicity": 1, "gap_ev": 8.20}

***

Please write out number 1 again, unchanged.
{"formula": "C3H5N3", "method": "ωB97M-V/def2-TZVPD", "elements": ["C", "N", "C", "N", "C", "N", "H", "H", "H", "H", "H"], "coordinates": [[1.19137, 0.98726, 0.13773], [0.08329, 0.06071, -0.01430], [-0.07057, -1.22164, 0.38923], [-1.23201, -1.72633, 0.03148], [-1.80648, -0.74873, -0.74726], [-0.98017, 0.37420, -0.79062], [1.67046, 1.16688, -0.82977], [0.82248, 1.93812, 0.53397], [1.92184, 0.56768, 0.83419], [0.71381, -1.73785, 0.93410], [-2.31403, 0.33971, -0.47874]], "nbo_charge": [-0.4062, -0.2036, 0.2132, -0.4885, 0.0025, -0.3274, 0.2200, 0.2225, 0.2158, 0.2060, 0.3456], "molar_mass_g_mol": 83.094, "e_lumo_ev": 0.704, "relative_energy_kcal_mol": 86.5, "energy_ha": -281.452277, "spin_multiplicity": 1, "gap_ev": 10.01}

***

Please write out number 1 again, unchanged.
{"formula": "C3H5N3", "method": "ωB97M-V/def2-TZVPD", "elements": ["C", "N", "C", "N", "C", "N", "H", "H", "H", "H", "H"], "coordinates": [[1.19137, 0.98726, 0.13773], [0.08329, 0.06071, -0.01430], [-0.07057, -1.22164, 0.38923], [-1.23201, -1.72633, 0.03148], [-1.80648, -0.74873, -0.74726], [-0.98017, 0.37420, -0.79062], [1.67046, 1.16688, -0.82977], [0.82248, 1.93812, 0.53397], [1.92184, 0.56768, 0.83419], [0.71381, -1.73785, 0.93410], [-2.31403, 0.33971, -0.47874]], "nbo_charge": [-0.4062, -0.2036, 0.2132, -0.4885, 0.0025, -0.3274, 0.2200, 0.2225, 0.2158, 0.2060, 0.3456], "molar_mass_g_mol": 83.094, "e_lumo_ev": 0.704, "relative_energy_kcal_mol": 86.5, "energy_ha": -281.452277, "spin_multiplicity": 1, "gap_ev": 10.01}